Record 1
DFT (the ωB97M-V functional and the def2-TZVPD basis) results for 7 unconnected molecules or ions with the total composition C14H42O7 in a non-equilibrium geometry.

Calculated values
SMILES = CCO.CCO.CCO.CCO.CCO.CCO.CCO
charge = 0
orbital gap = 10.41 eV
E_HOMO = -9.91 eV
largest force on an atom = 0.049 Eh/bohr
energy relative to the best compared isomer or geometry (same formula, charge and spin) = 77.4 kcal per mole
energy = -1085.1384 hartree

Element x y z (Å)
C1 24.558 4.155 4.473
C2 25.624 4.826 5.365
O1 26.083 6.125 4.910
H1 24.861 3.138 4.226
H2 24.424 4.642 3.507
H3 23.569 4.097 4.928
H4 26.530 4.222 5.415
H5 25.170 4.887 6.354
H6 26.455 6.570 5.675
C3 28.727 0.214 4.183
C4 29.997 0.376 4.973
O2 29.946 1.627 5.535
H7 28.865 0.459 3.130
H8 27.961 0.884 4.573
H9 28.332 -0.801 4.143
H10 30.818 0.379 4.257
H11 30.116 -0.378 5.752
H12 29.954 2.281 4.832
C5 30.347 3.825 0.952
C6 29.598 4.979 1.640
O3 29.408 4.738 3.037
H13 31.325 3.622 1.389
H14 30.595 4.203 -0.039
H15 29.675 2.972 0.866
H16 28.602 5.081 1.208
H17 30.109 5.928 1.482
H18 28.646 5.230 3.353
C7 34.282 1.084 10.233
C8 32.954 1.331 9.627
O4 32.839 2.540 8.877
H19 34.499 1.659 11.133
H20 35.135 1.108 9.555
H21 34.339 0.090 10.675
H22 32.136 1.325 10.347
H23 32.774 0.441 9.025
H24 32.028 2.513 8.365
C9 25.610 -3.847 1.695
C10 24.167 -4.197 1.498
O5 23.338 -3.104 1.896
H25 25.886 -2.972 1.106
H26 26.394 -4.548 1.406
H27 25.862 -3.541 2.710
H28 23.926 -5.036 2.152
H29 23.957 -4.406 0.449
H30 22.483 -3.319 1.515
C11 36.393 2.296 4.252
C12 35.217 2.293 5.251
O6 35.269 3.478 6.002
H31 37.418 2.341 4.619
H32 36.285 3.173 3.613
H33 36.431 1.391 3.646
H34 35.339 1.496 5.984
H35 34.240 2.237 4.770
H36 34.706 3.315 6.763
C13 24.432 -3.539 6.826
C14 23.995 -2.994 8.137
O7 22.631 -3.342 8.380
H37 23.695 -3.499 6.025
H38 25.013 -4.456 6.932
H39 25.152 -2.820 6.434
H40 24.061 -1.917 8.292
H41 24.623 -3.367 8.947
H42 22.453 -3.038 9.273

These are the Mulliken partial charges, in e, on atoms 1 to 6: -1.00, -0.06, -0.56, 0.27, 0.30, 0.29

---

Record 2
DFT (the ωB97M-V functional and the def2-TZVPD basis) results for 7 unconnected molecules or ions with the total composition C14H42O7S7 in a non-equilibrium geometry.

Calculated values
charge = 0
orbital gap = 8.90 eV
E_HOMO = -8.86 eV
largest force on an atom = 0.092 Eh/bohr
energy relative to the best compared isomer or geometry (same formula, charge and spin) = 95.8 kcal per mole
energy = -3872.2317 hartree

Element x y z (Å)
C1 -0.716 -0.464 0.080
S1 -0.331 -0.751 1.831
O1 0.315 0.488 2.436
C2 -2.073 -0.921 2.416
H1 -1.476 0.315 0.030
H2 -0.984 -1.426 -0.356
H3 0.076 -0.025 -0.526
H4 -1.935 -0.613 3.452
H5 -2.219 -2.001 2.459
H6 -2.901 -0.400 1.934
C3 1.748 -5.304 5.238
S2 1.197 -6.971 4.604
O2 2.291 -7.774 4.087
C4 0.759 -7.734 6.236
H7 2.394 -4.740 4.565
H8 2.355 -5.606 6.091
H9 0.941 -4.622 5.508
H10 0.074 -7.120 6.822
H11 1.655 -7.678 6.853
H12 0.272 -8.688 6.032
C5 -5.199 -4.698 -5.077
S3 -4.646 -5.879 -3.780
O3 -3.243 -6.392 -4.299
C6 -4.179 -4.702 -2.378
H13 -5.878 -5.147 -5.802
H14 -4.336 -4.253 -5.572
H15 -5.825 -3.899 -4.679
H16 -3.947 -5.214 -1.444
H17 -4.938 -3.962 -2.127
H18 -3.382 -4.162 -2.889
C7 6.662 4.818 1.017
S4 5.226 5.848 1.501
O4 5.560 6.367 2.900
C8 4.033 4.387 1.593
H19 7.561 5.294 1.410
H20 6.561 4.779 -0.068
H21 6.465 3.899 1.568
H22 3.885 3.760 0.714
H23 3.045 4.790 1.818
H24 4.395 3.741 2.392
C9 4.121 5.736 -6.964
S5 4.634 5.477 -5.200
O5 4.079 6.788 -4.600
C10 3.346 4.193 -4.916
H25 4.160 4.841 -7.584
H26 4.924 6.378 -7.327
H27 3.154 6.157 -7.240
H28 3.854 3.285 -5.240
H29 2.474 4.230 -5.569
H30 3.041 4.147 -3.871
C11 4.906 -2.669 -0.008
S6 5.418 -2.352 -1.749
O6 4.110 -2.008 -2.513
C12 6.245 -0.748 -1.442
H31 4.225 -1.848 0.215
H32 5.767 -2.584 0.655
H33 4.287 -3.551 0.154
H34 5.473 -0.011 -1.222
H35 6.748 -0.298 -2.298
H36 7.018 -0.732 -0.673
C13 -9.414 2.577 2.115
S7 -9.574 4.282 1.264
O7 -10.418 3.969 0.041
C14 -10.748 5.076 2.405
H37 -10.242 1.921 1.845
H38 -9.328 2.636 3.200
H39 -8.494 2.055 1.852
H40 -10.252 5.150 3.373
H41 -11.657 4.504 2.591
H42 -11.123 6.059 2.117

These are the Mulliken partial charges, in e, on atoms 1 to 6: -0.91, 0.50, -0.62, -0.89, 0.31, 0.31

---

Record 3
DFT (the ωB97M-V functional and the def2-TZVPD basis) results for a molecular structure, C14H42O7S7Sn in a non-equilibrium geometry.

Calculated values
charge = +2
orbital gap = 7.66 eV
E_HOMO = -13.45 eV
largest force on an atom = 0.038 Eh/bohr
energy relative to the best compared isomer or geometry (same formula, charge and spin) = 0.0 kcal per mole
energy = -4086.1580 hartree

Element x y z (Å)
Sn1 -18.644 23.245 26.170
C1 -22.195 25.460 27.997
S1 -22.506 23.657 27.630
O1 -21.203 22.892 27.374
C2 -23.279 23.241 29.279
H1 -23.131 25.974 28.217
H2 -21.629 25.903 27.178
H3 -21.622 25.452 28.924
H4 -23.798 22.283 29.257
H5 -23.970 23.985 29.676
H6 -22.521 23.079 30.045
C3 -18.237 28.729 24.694
S2 -19.379 27.361 25.304
O2 -18.500 26.103 25.311
C4 -19.566 28.119 26.994
H7 -18.773 29.660 24.879
H8 -17.987 28.769 23.634
H9 -17.334 28.672 25.302
H10 -20.266 28.955 26.990
H11 -18.646 28.615 27.302
H12 -19.784 27.417 27.799
C5 -20.524 25.627 22.059
S3 -21.601 24.817 23.379
O3 -20.786 24.126 24.430
C6 -22.477 23.557 22.361
H13 -20.231 24.857 21.346
H14 -19.657 25.993 22.609
H15 -21.008 26.455 21.540
H16 -22.797 23.775 21.342
H17 -23.358 23.196 22.891
H18 -21.851 22.671 22.257
C7 -17.700 18.514 25.436
S4 -19.400 19.156 25.558
O4 -19.353 20.635 25.361
C8 -20.029 18.314 23.972
H19 -17.156 18.448 26.378
H20 -17.122 19.028 24.668
H21 -17.773 17.475 25.113
H22 -21.017 18.581 23.598
H23 -20.147 17.231 24.020
H24 -19.256 18.442 23.214
C9 -19.016 18.636 29.338
S5 -19.862 20.265 29.077
O5 -19.019 20.972 27.992
C10 -21.468 19.670 28.467
H25 -17.972 18.826 29.588
H26 -18.887 18.183 28.355
H27 -19.382 18.095 30.211
H28 -21.321 18.672 28.054
H29 -21.990 20.301 27.748
H30 -22.076 19.401 29.331
C11 -15.543 21.138 23.142
S6 -16.328 22.772 22.652
O6 -17.679 22.909 23.375
C12 -15.128 23.865 23.480
H31 -14.493 21.062 22.861
H32 -15.996 20.266 22.670
H33 -15.623 21.045 24.226
H34 -14.800 23.434 24.426
H35 -15.592 24.829 23.690
H36 -14.310 24.036 22.780
C13 -17.194 25.487 30.626
S7 -18.815 25.504 29.815
O7 -18.635 25.230 28.318
C14 -19.483 23.972 30.548
H37 -16.677 24.602 30.255
H38 -17.298 25.489 31.711
H39 -16.652 26.390 30.345
H40 -18.966 23.115 30.116
H41 -20.550 23.858 30.359
H42 -19.269 24.003 31.616

These are the Mulliken partial charges, in e, on atoms 1 to 6: 1.80, -0.46, 0.37, -0.31, -1.01, 0.56

---

Record 4
DFT (the ωB97M-V functional and the def2-TZVPD basis) results for 7 unconnected molecules or ions with the total composition C14H43BN16O7PS.

Calculated values
charge = +1
orbital gap = 7.74 eV
E_HOMO = -11.39 eV
largest force on an atom = 0.013 Eh/bohr
energy = -2726.5179 hartree

Element x y z (Å)
C1 1.654 -0.079 1.997
N1 0.441 -0.117 1.142
C2 0.804 0.052 -0.288
B1 -0.305 -1.325 1.320
O1 0.037 -2.562 0.920
N2 -1.719 -1.191 1.946
C3 -2.501 -0.220 1.649
C4 -3.835 -0.317 2.356
N3 -3.595 0.318 3.661
C5 -5.055 0.294 1.630
C6 -4.672 0.920 0.311
N4 -4.831 0.425 -0.841
C7 -3.880 -1.860 2.561
P1 -4.351 -2.804 1.038
S1 -6.226 -3.044 0.673
C8 -2.415 -2.137 2.886
H1 1.448 0.440 2.938
H2 2.049 -1.075 2.224
H3 2.422 0.493 1.475
H4 -0.103 0.030 -0.902
H5 1.476 -0.737 -0.647
H6 1.279 1.018 -0.442
H7 -0.253 -3.281 1.501
H8 -2.159 0.593 1.014
H9 -2.654 0.660 3.818
H10 -4.224 1.099 3.804
H11 -5.822 -0.465 1.460
H12 -5.495 1.053 2.280
H13 -4.218 1.915 0.368
H14 -5.321 -0.476 -0.814
H15 -4.588 -2.174 3.329
H16 -3.603 -2.156 0.036
H17 -3.595 -3.975 1.223
H18 -2.082 -3.161 2.718
H19 -2.144 -1.838 3.900
C9 1.718 -4.664 3.232
O2 1.327 -3.505 3.395
N5 1.738 -5.569 4.240
N6 2.158 -5.095 2.022
H20 2.071 -6.508 4.127
H21 1.444 -5.266 5.150
H22 2.194 -4.426 1.273
H23 2.502 -6.023 1.860
C10 2.420 1.685 -3.484
O3 2.649 1.390 -2.319
N7 3.265 2.403 -4.252
N8 1.262 1.267 -4.109
H24 3.077 2.644 -5.208
H25 4.126 2.754 -3.865
H26 0.604 0.745 -3.562
H27 1.042 1.484 -5.063
C11 -0.828 -0.816 6.004
O4 -1.558 -0.384 6.866
N9 -0.503 -2.138 5.871
N10 -0.231 0.005 5.063
H28 0.069 -2.476 5.115
H29 -0.854 -2.778 6.559
H30 -0.371 0.992 5.178
H31 0.472 -0.325 4.424
C12 6.228 5.027 -4.271
O5 5.369 4.289 -4.737
N11 6.045 6.373 -4.167
N12 7.427 4.554 -3.830
H32 6.738 6.996 -3.799
H33 5.174 6.745 -4.494
H34 7.594 3.569 -3.911
H35 8.146 5.142 -3.452
C13 3.086 -2.817 -5.478
O6 3.613 -3.884 -5.227
N13 2.569 -2.527 -6.713
N14 2.964 -1.824 -4.544
H36 2.144 -1.651 -6.942
H37 2.651 -3.235 -7.419
H38 3.345 -2.008 -3.636
H39 2.526 -0.937 -4.718
C14 -3.455 4.388 -1.088
O7 -3.775 4.093 0.056
N15 -2.810 5.551 -1.382
N16 -3.726 3.570 -2.148
H40 -2.553 5.820 -2.312
H41 -2.613 6.172 -0.620
H42 -4.226 2.714 -1.972
H43 -3.493 3.808 -3.093

These are the Mulliken partial charges, in e, on atoms 1 to 6: -1.03, 0.08, -1.41, 0.42, -0.51, 1.15

---

Record 5
DFT (the ωB97M-V functional and the def2-TZVPD basis) results for a molecular structure, C14H44O8 in a non-equilibrium geometry.

Calculated values
charge = 0
orbital gap = 7.12 eV
E_HOMO = -7.51 eV
largest force on an atom = 0.272 Eh/bohr
energy relative to the best compared isomer or geometry (same formula, charge and spin) = 640.8 kcal per mole
energy = -1160.6608 hartree

Element x y z (Å)
C1 -0.257 -1.826 2.408
O1 -0.877 -1.871 1.148
H1 0.741 -2.263 2.444
H2 -0.101 -0.837 2.839
H3 -0.957 -2.330 3.075
H4 -0.185 -1.737 0.498
C2 -1.707 0.640 0.240
O2 -1.959 -0.191 1.300
H5 -1.158 0.184 -0.584
H6 -2.650 0.981 -0.187
H7 -1.059 1.413 0.653
H8 -1.350 -0.932 1.343
C3 0.694 -0.339 0.156
O3 0.263 -1.607 -0.280
H9 1.753 -0.456 0.384
H10 0.506 0.350 -0.667
H11 0.146 0.017 1.028
H12 0.947 -1.956 -0.856
C4 2.773 -2.855 -1.494
O4 2.138 -1.679 -1.084
H13 3.165 -2.746 -2.505
H14 3.492 -3.086 -0.707
H15 2.046 -3.651 -1.332
H16 2.706 -0.905 -1.113
C5 2.969 0.497 -1.725
O5 3.709 -0.553 -1.189
H17 2.307 0.143 -2.516
H18 2.294 0.939 -0.992
H19 3.695 1.224 -2.087
H20 4.346 -0.201 -0.563
C6 -2.061 2.412 4.301
C7 -2.021 1.735 2.928
C8 -0.668 1.064 2.753
O6 -3.055 0.743 2.810
H21 -1.142 2.942 4.555
H22 -2.077 1.543 4.959
H23 -2.851 3.146 4.462
H24 -2.069 2.532 2.186
H25 -0.550 0.422 3.626
H26 0.186 1.739 2.689
H27 -0.606 0.491 1.827
H28 -2.814 0.294 1.997
C9 0.429 4.051 -0.261
C10 -0.117 3.118 -1.213
C11 0.992 2.230 -1.808
O7 -1.077 2.243 -0.578
H29 -0.319 4.588 0.322
H30 1.054 4.790 -0.762
H31 1.089 3.636 0.502
H32 -0.587 3.681 -2.020
H33 1.540 1.573 -1.133
H34 1.747 2.789 -2.360
H35 0.502 1.634 -2.578
H36 -1.475 1.692 -1.256
C12 -1.625 -1.210 -1.851
C13 -1.154 -2.513 -2.383
C14 0.082 -3.097 -1.739
O8 -2.239 -3.418 -2.179
H37 -2.483 -0.839 -2.411
H38 -0.864 -0.431 -1.819
H39 -2.124 -1.384 -0.897
H40 -1.014 -2.554 -3.463
H41 -0.298 -3.262 -0.730
H42 0.861 -2.340 -1.646
H43 0.392 -4.073 -2.111
H44 -2.013 -4.335 -2.356

These are the Mulliken partial charges, in e, on atoms 1 to 6: -0.68, -0.84, 0.38, 0.07, 0.36, 0.99

---

Record 6
DFT (the ωB97M-V functional and the def2-TZVPD basis) results for 8 unconnected molecules or ions with the total composition C14H45NO13 in a non-equilibrium geometry.

Calculated values
SMILES = COC[C@H](C)N.OCCO.OCCO.OCCO.OCCO.OCCO.O.O
charge = 0
orbital gap = 10.07 eV
E_HOMO = -9.80 eV
largest force on an atom = 0.032 Eh/bohr
energy relative to the best compared isomer or geometry (same formula, charge and spin) = 7.3 kcal per mole
energy = -1593.1775 hartree

Element x y z (Å)
C1 -0.110 5.167 2.581
C2 0.225 3.843 1.914
C3 1.639 3.718 1.366
O1 1.993 2.361 1.231
C4 1.588 1.661 0.063
N1 -0.027 2.771 2.926
H1 0.709 5.524 3.208
H2 -0.990 5.015 3.204
H3 -0.400 5.961 1.888
H4 -0.485 3.620 1.111
H5 2.301 4.133 2.131
H6 1.724 4.260 0.419
H7 1.997 0.661 0.166
H8 1.952 2.148 -0.845
H9 0.492 1.582 0.090
H10 0.600 2.703 3.719
H11 0.160 1.945 2.355
O2 -1.465 -3.509 -2.182
H12 -1.068 -2.954 -1.493
H13 -0.868 -4.260 -2.260
O3 -0.045 -1.894 -0.123
H14 0.120 -1.527 0.755
H15 0.453 -1.326 -0.732
C5 3.166 -0.515 -4.140
C6 3.098 -0.264 -2.639
O4 1.743 -0.176 -2.212
O5 4.511 -0.304 -4.608
H16 2.564 0.260 -4.619
H17 2.731 -1.493 -4.355
H18 3.662 0.645 -2.371
H19 3.607 -0.935 -1.937
H20 1.324 0.624 -2.576
H21 4.936 -1.169 -4.553
C7 -1.751 0.106 4.250
C8 -0.977 -0.990 3.581
O6 0.313 -0.533 3.079
O7 -2.271 1.066 3.361
H22 -1.238 0.591 5.098
H23 -2.592 -0.309 4.819
H24 -1.505 -1.389 2.716
H25 -0.718 -1.802 4.270
H26 0.702 0.053 3.738
H27 -1.499 1.600 3.046
C9 1.705 -5.364 1.992
C10 1.988 -3.874 2.094
O8 0.786 -3.331 2.661
O9 0.572 -5.572 1.140
H28 1.484 -5.759 2.986
H29 2.488 -5.924 1.479
H30 2.235 -3.362 1.162
H31 2.831 -3.668 2.764
H32 0.922 -2.375 2.754
H33 -0.074 -4.892 1.386
C11 -2.846 -0.447 -0.320
C12 -4.262 -0.131 -0.810
O10 -5.028 0.400 0.278
O11 -2.265 0.738 0.167
H34 -2.272 -0.860 -1.149
H35 -2.979 -1.252 0.409
H36 -4.807 -1.033 -1.100
H37 -4.164 0.546 -1.667
H38 -4.908 1.355 0.258
H39 -2.535 0.923 1.075
C13 -1.005 -0.008 -4.863
C14 -1.119 0.752 -3.562
O12 -0.011 1.654 -3.382
O13 -1.206 0.841 -5.990
H40 -1.827 -0.724 -4.843
H41 -0.041 -0.504 -5.000
H42 -1.111 0.025 -2.744
H43 -2.047 1.325 -3.617
H44 -0.355 2.422 -2.917
H45 -0.450 1.428 -6.081

These are the Mulliken partial charges, in e, on atoms 1 to 6: -1.49, 0.62, -0.67, -0.44, -0.44, -0.44